# 1
Formula: C25H14BF4IrN4O3S7
Source: the Open Molecules 2025 dataset
Level of theory: ωB97M-V/def2-TZVPD

Positions of all 59 atoms, in Å:
Ir 17.5399 8.8687 12.7572
S 22.5048 9.5097 18.1977
C 21.4008 9.1964 16.9921
S 21.7710 9.4587 15.2629
C 20.2841 9.0029 14.4826
C 19.2689 8.8123 15.4161
S 17.5921 8.5274 15.1172
S 19.6359 8.8606 17.1290
S 19.8463 8.6892 12.8400
S 17.1623 11.0038 8.8959
C 17.2301 9.3839 8.3718
C 17.0718 8.9372 7.0235
C 17.0329 7.5387 6.8628
C 17.0414 6.7024 8.0017
C 17.2706 7.1388 9.2645
C 17.3675 8.5231 9.4691
N 17.5908 9.2110 10.6829
C 17.5990 10.5318 10.4704
C 17.8128 11.4271 11.5864
C 18.2572 12.7834 11.3838
C 18.5253 13.5619 12.4778
C 18.2451 13.0597 13.7587
C 17.7932 11.7748 13.9447
C 17.6618 10.8697 12.8995
H 16.9413 9.6232 6.2120
H 17.0470 7.0718 5.8668
H 16.8782 5.6278 7.8558
H 17.5345 6.4950 10.1272
H 18.5298 13.1183 10.3641
H 19.0574 14.5476 12.3901
H 18.4802 13.6586 14.6286
H 17.6140 11.3951 14.9388
O 7.5063 11.4906 14.1830
S 8.5562 11.0021 15.1314
O 9.3488 12.0444 15.7180
O 8.1343 9.8337 15.9259
C 9.3518 9.9939 13.8545
N 8.4908 9.3616 13.0893
C 8.9445 8.5187 12.1752
C 10.3168 8.3587 11.9336
C 11.1715 9.0850 12.7183
N 10.6664 9.9464 13.6956
C 12.6288 9.0440 12.7790
C 13.3453 8.1594 11.9627
C 14.7157 8.1423 11.9991
N 15.4993 8.9664 12.8205
C 14.7750 9.7655 13.6656
C 13.3859 9.7994 13.7068
H 8.1631 7.9540 11.6646
H 10.8240 7.7177 11.1695
H 12.8449 7.5023 11.2695
H 15.2574 7.4222 11.3670
H 15.3939 10.2913 14.4237
H 12.8267 10.5037 14.3749
F 18.0003 4.9307 11.0606
B 16.9441 5.1852 11.8080
F 17.2386 6.5452 12.5133
F 16.7880 4.3392 12.8628
F 15.7879 5.5898 11.0823

- 2S+1 = 6
- expectation value of S² = 8.838
- calculated total energy (Ha) = -4721.9177
- charge = -1



# 2
Formula: C5H10O2
Source: the Open Molecules 2025 dataset
Level of theory: ωB97M-V/def2-TZVPD

Positions of all 17 atoms, in Å:
O 2.1883 1.2395 0.2648
C 1.3047 -0.6578 -0.0545
C -0.0263 -0.9650 0.4588
C -0.1941 0.5379 0.7985
C -1.2269 1.0085 -0.2301
O -1.2799 0.0113 -1.2434
C -1.1019 -1.2247 -0.5940
H 2.2357 1.7272 -0.5738
H 1.4088 -0.4924 -1.1220
H 2.1953 -0.9703 0.4762
H -0.0426 -1.6410 1.3154
H -0.4449 0.6908 1.8491
H 1.0360 1.1833 0.5990
H -0.9743 1.9471 -0.7333
H -2.2206 1.1264 0.2349
H -0.8291 -1.9672 -1.3511
H -2.0284 -1.5537 -0.0946

- 2S+1 = 1
- calculated total energy (Ha) = -346.8169



# 3
Formula: C49H52AlBF4IN5OP2S
Source: the Open Molecules 2025 dataset
Level of theory: ωB97M-V/def2-TZVPD

Positions of all 117 atoms, in Å:
Al -0.1500 1.0761 0.0140
C -0.8377 -6.1652 2.4802
C -0.1803 -4.8406 2.2170
C 1.2352 -4.7995 2.7685
C -0.9111 -3.7054 3.0117
C -1.7043 -3.8597 4.1451
C -2.2061 -2.7404 4.9278
C -1.8590 -1.4786 4.3850
C -1.0717 -1.3478 3.2875
P -0.3641 0.2661 2.8508
C 1.3405 0.1734 3.6705
C 1.5326 -0.6378 4.8357
C 2.7898 -0.6667 5.4007
C 3.8318 0.1211 4.9107
C 3.6125 0.8369 3.7609
C 2.3671 0.8559 3.0846
C -1.3270 1.4418 3.9107
C -2.6937 1.7263 3.7010
C -3.3036 2.7557 4.4586
C -2.5223 3.5967 5.3026
C -1.1962 3.2164 5.5692
C -0.5868 2.1535 4.9101
C -0.6726 -2.4339 2.5367
O 0.0359 -2.1692 1.3783
C -0.0944 -3.1520 0.4134
C -0.0734 -2.7207 -0.9197
C -0.2637 -3.6664 -1.9277
C -0.4491 -5.0337 -1.6117
C -0.4075 -5.3841 -0.2470
C -0.2736 -4.4811 0.7724
P -0.0350 -1.0165 -1.4517
C -1.4296 -1.0198 -2.6679
C -1.4267 -0.3917 -3.9407
C -2.5014 -0.6064 -4.7587
C -3.5940 -1.4328 -4.4135
C -3.6130 -2.0146 -3.1698
C -2.5144 -1.8126 -2.3151
C 1.5781 -1.1147 -2.3109
C 1.7018 -1.3292 -3.6624
C 2.9495 -1.4474 -4.2227
C 4.0931 -1.2696 -3.4944
C 4.0189 -0.9142 -2.1628
C 2.7276 -0.9879 -1.5263
H -0.6791 -6.5213 3.5334
H -0.3828 -6.8982 1.8009
H -1.8819 -6.0153 2.3667
H 1.4608 -5.1867 3.7461
H 1.5749 -3.7490 2.8578
H 2.0032 -5.3036 2.1482
H -2.0948 -4.7801 4.5058
H -2.8744 -2.7507 5.7991
H -2.1569 -0.6119 4.9760
H 0.7538 -1.2827 5.2777
H 2.8878 -1.1421 6.3958
H 4.7421 0.1751 5.4367
H 4.4213 1.2892 3.1925
H 2.2093 1.5750 2.2924
H -3.2609 1.0806 3.0069
H -4.3700 3.0139 4.3122
H -2.9466 4.4276 5.8477
H -0.6281 3.7670 6.2762
H 0.4422 1.8570 5.1270
H -0.1354 -3.3725 -2.9850
H -0.3966 -5.7440 -2.4882
H -0.5986 -6.4646 -0.1324
H -0.6079 0.2454 -4.1902
H -2.4979 -0.0853 -5.7145
H -4.4782 -1.4404 -5.0019
H -4.4250 -2.6871 -2.8867
H -2.5453 -2.4545 -1.3861
H 0.8038 -1.4322 -4.2578
H 3.0060 -1.6717 -5.2652
H 5.1101 -1.3336 -4.0201
H 4.8322 -0.5612 -1.6302
H 2.7259 -0.9147 -0.4119
N 0.7350 3.6072 1.1539
N -0.3855 2.8639 0.9851
H 0.5630 4.5867 0.9402
H 1.3802 3.2360 0.4931
H -1.1290 3.4005 0.5819
H -0.7257 2.5760 1.8809
F -1.8102 3.1941 -5.6921
B -1.6492 2.1523 -6.5255
F -2.5888 1.8048 -7.3963
F -0.4730 1.4622 -6.4380
F 1.5109 0.9890 0.2076
I -3.2635 3.4982 -1.1916
C -3.4411 1.6642 -0.2940
C -4.7788 1.2568 -0.1381
C -5.0259 -0.0886 0.1564
C -3.9562 -0.9467 0.3605
C -2.6684 -0.4142 0.3328
N -2.3733 0.8756 -0.0126
H -5.5898 1.9311 -0.2868
H -6.0412 -0.3917 0.3199
H -4.1369 -2.0192 0.5112
H -1.8390 -0.9685 0.5764
C 4.1070 4.4860 -1.5583
C 3.7449 3.1555 -2.1752
N 2.3451 2.6818 -1.8472
C 1.2320 3.0191 -2.4624
S -0.2830 2.1367 -2.1673
N 1.0715 3.8981 -3.4339
C 2.0307 4.7564 -4.1526
C 2.4289 4.2630 -5.5180
H 3.7911 5.3293 -2.0786
H 5.2040 4.5533 -1.4374
H 3.7696 4.6297 -0.5130
H 4.4281 2.3550 -1.9352
H 3.7095 3.2483 -3.3074
H 2.3403 1.9102 -1.2594
H 0.1871 3.7143 -3.9134
H 2.8857 4.9542 -3.5120
H 1.4745 5.6808 -4.0863
H 2.8884 3.2721 -5.3884
H 3.1873 4.8985 -6.0023
H 1.5788 4.1805 -6.2058

- 2S+1 = 1
- calculated total energy (Ha) = -4292.5769
- charge = +2



# 4
Formula: C2H2FLaLiO
Source: the Open Molecules 2025 dataset
Level of theory: ωB97M-V/def2-TZVPD

Positions of all 8 atoms, in Å:
C -1.6446 0.0904 -2.1498
F -2.1083 1.1608 -1.6459
H -1.6436 0.2024 -3.2507
C 1.1700 -0.6814 1.3097
O 1.2239 0.5458 1.4725
La -0.4748 -1.8231 -0.5548
Li 1.7211 1.7804 2.7631
H 1.7563 -1.2753 2.0559

- 2S+1 = 1
- calculated total energy (Ha) = -290.3406
- charge = +3



# 5
Formula: C7H15B
Source: the Open Molecules 2025 dataset
Level of theory: ωB97M-V/def2-TZVPD

Positions of all 23 atoms, in Å:
B 1.7888 0.0255 -0.0266
C 1.2187 -1.2035 -0.7536
C -0.1857 -1.5908 -0.2082
C -0.6896 0.9946 0.2992
C -1.2157 -0.3348 -0.2303
C 3.1889 0.4874 0.5917
C -0.9238 2.2408 -0.4745
C -2.3749 -0.7556 0.5780
H 0.9008 -0.9866 -1.8366
H 1.8006 -2.2555 -0.8560
H -0.5338 -2.3077 -0.8675
H -0.0649 -1.8605 0.8721
H -0.7163 1.2417 1.3755
H -1.5411 -0.3173 -1.2611
H 3.9786 0.6166 -0.3159
H 3.5149 -0.3914 1.1770
H 3.1106 1.2474 1.3354
H -1.8919 2.7660 -0.0942
H -1.0718 2.1011 -1.5167
H -0.1453 2.9881 -0.3308
H -3.2332 -0.1541 0.4874
H -2.1487 -0.8003 1.6258
H -2.7652 -1.7511 0.4298

- 2S+1 = 1
- calculated total energy (Ha) = -300.4017



# 6
Formula: C10H6N2O3PbS
Source: the Open Molecules 2025 dataset
Level of theory: ωB97M-V/def2-TZVPD

Positions of all 23 atoms, in Å:
O 0.0017 5.1179 -4.2871
C 0.0011 4.0467 -3.8935
Pb 0.0009 -0.4507 -2.1072
C 1.7194 -2.0028 -3.0233
C -1.7200 -2.0057 -3.0215
O 2.7835 -1.9102 -3.4299
O -2.7798 -1.8996 -3.4348
N -0.0051 -3.0924 -0.4088
C -0.0014 -2.1021 0.5241
N -0.0008 -0.8375 0.0662
C 0.0000 0.1585 1.0534
C 0.0005 1.5172 0.7632
C 0.0010 2.4180 1.8299
C -0.0007 1.8976 3.1342
C -0.0008 0.5229 3.4174
C -0.0010 -0.3586 2.3401
S -0.0016 -2.1424 2.2705
H -0.0019 -4.0728 -0.1380
H 0.0043 -2.8506 -1.4111
H 0.0017 1.8432 -0.2762
H 0.0012 3.5024 1.6512
H -0.0004 2.5900 3.9595
H -0.0018 0.1111 4.4217

- 2S+1 = 1
- calculated total energy (Ha) = -1310.2874
- charge = +2



# 7
Formula: C43H36N2PTl
Source: the Open Molecules 2025 dataset
Level of theory: ωB97M-V/def2-TZVPD

Positions of all 83 atoms, in Å:
Tl 0.5407 1.9538 -1.6764
C 1.7763 0.3597 4.3436
C 2.8863 0.1694 3.3461
C 4.1018 -0.3538 3.7754
C 5.1788 -0.4927 2.9125
C 5.0599 -0.1037 1.5878
C 3.8465 0.3908 1.1368
C 2.7567 0.5244 1.9964
P 1.2649 1.2341 1.2388
C -0.1570 0.3508 1.9984
C -0.1596 -1.0089 1.6571
C -1.2025 -1.8468 2.0012
C -2.2917 -1.3257 2.6880
C -2.2953 0.0112 3.0407
C -1.2388 0.8715 2.7242
C -1.3333 2.2863 3.2329
C 1.3520 2.9924 1.6754
C 2.3402 3.5009 2.5170
C 2.5841 4.8615 2.5875
C 1.8562 5.7263 1.7788
C 0.8743 5.2382 0.9370
C 0.5808 3.8720 0.8826
C -0.4684 3.3579 0.0096
H 2.1880 0.4553 5.3480
H 1.0847 -0.4859 4.3415
H 1.1901 1.2539 4.1318
H 4.2109 -0.6370 4.8154
H 6.1134 -0.8952 3.2803
H 5.8936 -0.1959 0.9052
H 3.7413 0.6824 0.0981
H 0.6702 -1.4187 1.0951
H -1.1666 -2.8923 1.7261
H -3.1238 -1.9613 2.9622
H -3.1291 0.4106 3.6065
H -1.8749 2.2976 4.1788
H -1.8743 2.9312 2.5374
H -0.3602 2.7387 3.3939
H 2.9411 2.8207 3.1078
H 3.3489 5.2426 3.2506
H 2.0597 6.7890 1.8034
H 0.3074 5.9198 0.3144
H -1.0786 4.0890 -0.5084
H -1.0569 2.5300 0.3938
C 1.3460 0.6091 -3.3153
C 0.9506 -0.5286 -2.8785
C 0.5492 -1.7379 -2.4505
C 1.4566 -2.6148 -1.6822
C 1.3719 -4.0076 -1.7886
C 2.2248 -4.8338 -1.0761
C 3.1874 -4.2895 -0.2366
C 3.3007 -2.9097 -0.1397
C 2.4528 -2.0856 -0.8638
C -0.8148 -2.2088 -2.7765
C -1.4076 -1.8827 -3.9983
C -2.6834 -2.3185 -4.3128
C -3.4132 -3.0732 -3.4052
C -2.8465 -3.3899 -2.1776
C -1.5614 -2.9705 -1.8709
H 0.6341 -4.4435 -2.4490
H 2.1413 -5.9078 -1.1838
H 3.8486 -4.9325 0.3295
H 4.0506 -2.4716 0.5069
H 2.5475 -1.0081 -0.7995
H -0.8383 -1.2958 -4.7090
H -3.1127 -2.0638 -5.2733
H -4.4120 -3.4100 -3.6519
H -3.4049 -3.9749 -1.4569
H -1.1338 -3.2226 -0.9085
N -3.6732 -0.2190 -1.1498
C -2.4229 0.1320 -0.7567
N -1.7499 0.7378 -1.6952
C -2.6103 0.8117 -2.7816
C -2.4214 1.4034 -4.0304
C -3.4822 1.3794 -4.9093
C -4.7029 0.7700 -4.5687
C -4.8985 0.1746 -3.3403
C -3.8283 0.2175 -2.4525
H -4.3415 -0.7217 -0.5923
H -2.0529 -0.0998 0.2320
H -1.4690 1.8438 -4.2956
H -3.3723 1.8266 -5.8878
H -5.5075 0.7665 -5.2919
H -5.8386 -0.2946 -3.0848

- 2S+1 = 1
- calculated total energy (Ha) = -2283.4259



# 8
Formula: C12H36ClO14V
Source: the Open Molecules 2025 dataset
Level of theory: ωB97M-V/def2-TZVPD

Positions of all 64 atoms, in Å:
O 0.0013 0.8164 -0.2680
V -1.4678 0.0261 -0.1076
O -1.0219 -1.4615 0.1538
Cl -2.9429 2.2328 -0.2711
C -0.4579 1.0756 2.9294
C -0.5351 2.6382 3.0375
O -0.4245 3.2174 1.7526
O -1.5429 0.4536 2.2555
H -0.3677 0.6303 3.9202
H 0.3752 0.7868 2.2886
H 0.2452 2.8906 3.7555
H -1.4521 3.0077 3.4965
H -1.2197 3.1329 1.2214
H -2.3552 0.6456 2.7299
C 0.1945 -5.2120 -1.4569
C 0.5473 -4.0463 -2.3658
O -0.2975 -3.8205 -3.4995
O 0.2535 -6.3535 -2.2664
H -0.8023 -5.0484 -1.0475
H 0.8481 -5.3524 -0.5960
H 1.5666 -4.0244 -2.7513
H 0.4896 -3.0967 -1.8337
H -0.3014 -2.9063 -3.7924
H -0.4835 -6.2434 -2.8715
C -3.0123 -1.6453 -2.2005
C -4.1937 -1.2864 -1.2824
O -3.7538 -0.9825 0.0538
O -1.9807 -0.6326 -2.2445
H -3.3733 -1.7708 -3.2213
H -2.5572 -2.6113 -1.9818
H -4.9945 -2.0186 -1.1797
H -4.6333 -0.3901 -1.7199
H -4.5061 -0.8213 0.6279
H -1.3723 -0.9558 -2.9131
C 0.1479 4.4404 -3.3121
C 0.8976 3.9834 -2.0385
O 1.5922 5.0528 -1.3320
O -0.7883 5.4539 -3.0045
H -0.3341 3.5433 -3.7006
H 0.9033 4.8202 -3.9999
H 1.6539 3.2503 -2.3192
H 0.1737 3.4765 -1.4005
H 0.9720 5.7744 -1.2048
H -1.6559 5.0488 -3.0739
C 3.5808 3.3728 0.9035
C 2.6721 2.1507 0.4815
O 3.4941 1.0417 0.1897
O 3.9816 4.1700 -0.2356
H 4.5632 3.0587 1.2559
H 3.1277 4.0163 1.6576
H 2.1487 2.2343 -0.4709
H 1.9725 1.8481 1.2607
H 2.9513 0.2528 0.1226
H 3.2016 4.5336 -0.6611
C 1.0512 -3.9623 2.7961
C 0.4346 -2.6095 3.1447
O 0.5833 -2.4619 4.5150
O 2.4551 -4.0177 3.1023
H 0.7905 -3.9823 1.7379
H 0.5332 -4.8593 3.1354
H -0.5772 -2.3957 2.8002
H 0.9820 -1.8306 2.6138
H 1.5013 -2.2040 4.6269
H 2.5181 -4.0739 4.0586

- 2S+1 = 1
- calculated total energy (Ha) = -2936.2519



# 9
Formula: C2H10N2O3
Source: the Open Molecules 2025 dataset
Level of theory: ωB97M-V/def2-TZVPD

Positions of all 17 atoms, in Å:
C 0.9208 -1.2046 0.9111
N -0.2966 -0.4268 1.2276
C -1.4896 -0.6188 0.4519
N -2.4584 0.4578 0.5529
O -1.6920 -1.6748 -0.2409
H 1.2787 -1.8254 1.7591
H 0.5259 -1.9271 0.1558
H 1.6700 -0.5221 0.5383
H -0.0843 0.5356 1.5642
H -2.4638 0.9186 1.5663
H -3.3635 0.0409 0.1548
O -0.3743 0.4561 -2.1331
H 0.1511 0.3190 -2.9479
H -0.8444 -0.4140 -2.1147
O 2.8559 1.5957 -0.2836
H 2.3760 1.8871 -1.1081
H 3.2885 2.4028 -0.0536

- structure (SMILES) = CNC(N)=O.O.O
- 2S+1 = 1
- calculated total energy (Ha) = -417.4314



# 10
Formula: C17H28ClILaN3P2
Source: the Open Molecules 2025 dataset
Level of theory: ωB97M-V/def2-TZVPD

Positions of all 53 atoms, in Å:
C -0.6292 -0.1912 -4.8419
I -3.0808 0.4035 -3.4543
H 0.4952 -0.0957 -4.6939
H -1.0605 0.6247 -5.4625
H -0.9564 -1.2035 -5.1376
La -0.3031 -0.3361 -2.2614
P 0.1949 2.6736 -2.0834
C -1.2724 3.8074 -1.9707
C 1.2732 3.3360 -0.7282
H 1.4217 4.4246 -0.8136
H 1.2007 4.2146 -3.7478
H 2.2529 2.8220 -0.7393
H 1.9700 2.6015 -3.7595
H -1.7600 3.6625 -0.9918
H 0.8088 3.1018 0.2549
C 1.0173 3.1440 -3.6637
H -0.9918 4.8699 -2.0839
H 0.3953 2.8248 -4.5180
H -2.0017 3.5271 -2.7492
P 0.1840 -3.0773 -1.7187
C -1.2554 -4.1735 -1.3792
C 1.0365 -3.8654 -3.1516
H 2.2445 -2.8504 -0.3950
H 1.4271 -4.4321 -0.0974
H 0.8117 -2.9041 0.6454
C 1.2748 -3.3583 -0.2563
H 2.0038 -3.3615 -3.3536
H 1.1991 -4.9312 -2.9781
H -0.9429 -5.2172 -1.2611
H -1.9564 -4.0800 -2.2164
H 0.4069 -3.7311 -4.0590
H -1.7637 -3.8269 -0.4694
Cl 2.3783 -0.1677 -2.1414
N 0.7656 1.2328 8.9681
C 0.6143 0.9878 7.8359
C 0.3586 0.7014 6.4069
C -0.9316 0.5286 5.9443
C -1.1852 0.3438 4.5856
C -0.1569 0.2859 3.6542
C 1.1730 0.3649 4.1028
C 1.4186 0.6125 5.4645
N -0.5366 0.0833 2.2672
C -1.8403 -0.2149 1.8053
C -1.8375 -0.2909 0.4391
N -0.5406 -0.0120 0.0099
C 0.2232 0.1496 1.1520
H -1.7597 0.5401 6.6688
H -2.2335 0.2350 4.2850
H 1.9911 0.2197 3.4219
H 2.4294 0.7420 5.8645
H -2.6463 -0.3779 2.4990
H -2.6631 -0.5873 -0.2308
H 1.3353 0.2208 1.1334

- 2S+1 = 1
- calculated total energy (Ha) = -2300.4911
- charge = +2